19
Properties=species:S:1:pos:R:3 method="wB97M-V/def2-TZVPD" e_above_lowest_kj_mol=93.0 smiles=CCCNCC multiplicity=1 e_homo_ev=-8.79
N 0.411 -0.469 0.197
C -0.413 1.523 -1.187
C 0.940 1.879 -1.806
C -0.139 -1.671 0.821
C -0.634 0.096 -0.700
C -0.014 -1.681 2.356
H -1.148 -1.879 0.478
H -0.204 -2.646 2.836
H 1.748 1.430 -1.209
H -0.648 -0.927 2.858
H -1.659 0.106 -0.303
H 0.991 -1.406 2.685
H 0.662 0.246 0.867
H -0.623 -0.601 -1.545
H 1.098 2.941 -1.625
H 0.458 -2.575 0.574
H -0.733 2.298 -0.493
H -1.198 1.709 -1.952
H 1.105 1.625 -2.853